Entry 1:
This record from the OMol25 dataset describes one molecule with the formula C5H14N2O. The level of theory is ωB97M-V with the def2-TZVPD basis set.

As for the spin multiplicity: 1. The value obtained for the total energy is -383.6279 Ha. As for the SMILES: CCNC[C@@H](N)CO. As for the gap between HOMO and LUMO: 0.3588 Eh. As for the net charge: 0. The strongest force on any atom comes out at 0.019 hartree/bohr. The value obtained for the relative energy (zero: lowest compared OMol25 entry of this formula, charge and spin) is 191.08 kJ/mol. The calculation puts the highest occupied orbital energy at -8.93 eV.

CARTESIAN COORDINATES (ANGSTROEM)
C -0.657637 2.265089 -2.385152
C -1.138482 1.009839 -1.640864
N -0.386152 0.841540 -0.396097
C -0.754139 -0.348153 0.352988
C 0.286617 -0.674580 1.416900
N -0.207642 -1.822997 2.171585
C 1.681848 -0.834896 0.773910
O 2.285249 -2.103660 0.985871
H -0.248653 2.042294 -3.361979
H -1.509399 2.920521 -2.574578
H 0.021138 2.809567 -1.743589
H -1.003531 0.088813 -2.206705
H -2.215077 1.122735 -1.427762
H -0.555440 1.648125 0.193368
H -0.749303 -1.188426 -0.355044
H -1.738740 -0.279059 0.842281
H 0.336997 0.149586 2.136449
H 0.451415 -2.100309 2.887919
H -0.320287 -2.627543 1.566304
H 1.602480 -0.703341 -0.306352
H 2.312729 -0.027156 1.154057
H 2.506009 -2.187989 1.916492

Forces on atoms 1 to 6 (eV/Å):
-0.98 -0.20 0.04
-0.09 0.27 0.47
-0.03 0.00 0.01
0.12 -0.03 0.05
-0.33 -0.16 0.24
-0.01 0.02 0.04



Entry 2:
This record from the OMol25 dataset describes a 12-piece molecular cluster, C6H37NO11 overall. The level of theory is ωB97M-V with the def2-TZVPD basis set.

As for the spin multiplicity: 2. The value obtained for the total energy is -1132.7670 Ha. As for the gap between HOMO and LUMO (alpha / beta): 0.4042 / 0.2146 Eh. As for the net charge: +1. The strongest force on any atom comes out at 0.127 hartree/bohr. The value obtained for the relative energy (zero: lowest compared OMol25 entry of this formula, charge and spin) is 232.24 kJ/mol. The calculation puts the highest occupied orbital energy (alpha / beta) at -13.60 / -13.59 eV. As for the expectation value of S²: 0.754.

CARTESIAN COORDINATES (ANGSTROEM)
C 2.291191 0.829247 -1.432846
C 1.353166 0.075026 -0.521118
N 0.486683 -0.728854 -1.333444
C -0.470441 -0.001128 -2.191673
C -1.470223 -1.148870 0.233992
C -0.321218 -1.701218 -0.459855
C -0.758052 -2.956740 -1.404740
H 1.694969 1.418133 -2.225625
H 2.736078 1.607415 -0.952970
H 2.952599 0.209363 -2.037048
H 1.959001 -0.614355 0.151826
H 0.908009 0.852024 0.132251
H -1.100038 -0.702979 -2.798972
H -1.149057 0.727263 -1.724149
H -0.009723 0.477703 -3.039134
H -1.625857 -1.640661 1.220623
H -1.517182 -0.035956 0.384634
H -2.422847 -1.273997 -0.421277
H 0.361216 -2.093417 0.350531
H -1.865188 -3.039413 -1.430511
H -0.234375 -2.985174 -2.389918
H -0.345976 -3.763695 -0.738634
H 1.461160 -1.460490 -2.849318
H 1.512634 -1.561677 -4.393075
O 1.667040 -2.047472 -3.616481
H 2.211024 -5.067613 -0.920106
H 2.652585 -3.777822 -1.576730
O 2.294317 -4.207294 -0.708148
H -1.265181 2.119174 -2.968569
H -0.730356 3.702735 -2.976718
O -0.809010 2.901876 -3.461692
H -0.262754 -2.460955 3.292250
H 0.620966 -1.587236 2.209140
O -0.136328 -1.663377 2.829182
H 3.008872 -0.275519 3.602807
H 2.074053 0.858132 4.321768
O 2.883217 0.348523 4.371995
H 0.547179 5.251567 0.568576
H 0.175118 3.763774 0.894189
O -0.052310 4.515865 0.198005
H -2.135079 4.310123 -0.367549
H -1.955438 3.160856 0.677148
O -2.339696 3.352120 -0.220112
H 2.917650 -3.148731 2.292982
H 2.317486 -3.170664 0.732169
O 2.118691 -2.881959 1.655547
H -4.728978 0.730367 -2.105974
H -3.697664 1.061952 -0.870116
O -3.759066 0.473531 -1.634628
H -2.278989 0.521672 3.516225
H -1.092288 -0.326904 3.493201
O -1.394473 0.557515 3.666254
H -2.116854 3.417708 2.962481
H -0.968415 2.344550 3.090041
O -1.192589 3.272770 2.780715

Forces on atoms 1 to 6 (eV/Å):
-2.16 -0.07 -3.34
3.22 -0.56 -0.07
-5.05 1.44 3.67
-0.28 -1.40 -2.79
-4.64 2.10 -0.28
2.87 -2.98 -1.97



Entry 3:
This record from the OMol25 dataset describes an isolated ion of composition C3H7N4 and charge +1. The level of theory is ωB97M-V with the def2-TZVPD basis set.

As for the spin multiplicity: 1. The value obtained for the total energy is -337.2034 Ha. As for the SMILES: Cn1cn[nH]c1=[NH2+]. As for the gap between HOMO and LUMO: 0.3545 Eh. As for the net charge: +1. The strongest force on any atom comes out at 0.147 hartree/bohr. The value obtained for the relative energy (zero: lowest compared OMol25 entry of this formula, charge and spin) is 264.91 kJ/mol. The calculation puts the highest occupied orbital energy at -13.48 eV.

CARTESIAN COORDINATES (ANGSTROEM)
C -0.811548 -0.162537 -1.182118
N 0.234903 0.362962 -0.375489
C 1.048641 1.335391 -0.879465
N 1.993160 1.695887 -0.093364
N 1.903534 1.076658 1.011277
C 0.492301 -0.013747 0.912349
N 0.116083 -0.965476 1.749132
H -1.031311 0.579705 -2.015864
H -0.493406 -1.046736 -1.718842
H -1.597515 -0.373861 -0.528165
H 0.803617 1.717389 -1.888052
H 2.696229 0.894390 1.608418
H 0.404116 -0.807785 2.720310
H -0.793131 -1.466679 1.500342

Forces on atoms 1 to 6 (eV/Å):
0.16 0.62 -2.49
-0.21 -1.58 3.55
0.58 1.21 -1.33
-0.04 0.61 -1.87
-4.16 -3.95 2.46
5.43 4.24 -3.11



Entry 4:
This record from the OMol25 dataset describes C14H24As2F5NNiO6P2 as an isolated structure. The level of theory is ωB97M-V with the def2-TZVPD basis set.

As for the spin multiplicity: 3. The value obtained for the total energy is -8216.1931 Ha. As for the gap between HOMO and LUMO (alpha / beta): 0.2946 / 0.3254 Eh. As for the net charge: 0. The strongest force on any atom comes out at 0.008 hartree/bohr. The value obtained for the relative energy (zero: lowest compared OMol25 entry of this formula, charge and spin) is 0.00 kJ/mol. The calculation puts the highest occupied orbital energy (alpha / beta) at -7.75 / -8.61 eV. As for the expectation value of S²: 2.006.

CARTESIAN COORDINATES (ANGSTROEM)
Ni -0.044638 0.835575 0.375763
C 0.624590 -2.426971 -1.427335
As -0.820024 -1.395479 -0.615552
C -1.925082 -2.830691 0.074913
C -1.728417 -0.903884 -2.269753
C -2.797835 -1.625213 -2.788786
C -3.344332 -1.284896 -4.017181
C -2.813750 -0.230538 -4.743403
C -1.751650 0.497059 -4.228566
C -1.206695 0.176512 -2.989150
As 0.210739 1.241054 -2.174160
C 1.771335 0.720361 -3.215882
C -0.119360 2.983021 -2.957288
H 0.305556 -2.793731 -2.403418
H 0.874766 -3.243490 -0.756651
H 1.503564 -1.794570 -1.527356
H -2.004322 -3.633371 -0.658369
H -2.914754 -2.458461 0.334074
H -1.434808 -3.210132 0.969915
H -3.218542 -2.457201 -2.239113
H -4.183118 -1.845449 -4.408434
H -3.232158 0.032200 -5.705723
H -1.362420 1.329018 -4.802433
H 1.544841 0.802725 -4.279497
H 2.065945 -0.299956 -2.985557
H 2.591193 1.392432 -2.963412
H -0.129259 2.911931 -4.044502
H 0.677080 3.651582 -2.639954
H -1.065523 3.366507 -2.584499
N 0.864327 -1.979230 3.867730
C 1.611719 -0.728932 3.421233
C 2.758736 -0.461311 4.378298
P 2.091857 -1.096735 1.658557
O 3.682832 -1.266086 1.772388
O 1.843641 0.076067 0.747832
O 1.410500 -2.404544 1.397376
P 0.379217 0.642862 3.415484
O -0.401553 0.242668 4.791447
O 1.084689 1.923375 3.544866
O -0.558961 0.269730 2.293594
H 1.418674 -2.498422 4.545697
H 0.754084 -2.541641 2.984000
H -0.032309 -1.737959 4.295636
H 3.472024 -1.287883 4.394416
H 2.377389 -0.280392 5.385806
H 3.282737 0.436171 4.059321
H 4.141448 -0.777195 1.079347
H -0.540013 1.019708 5.344524
F -1.635354 2.673370 -0.176485
C -0.422437 2.841947 0.571744
F 0.332577 3.702851 -0.199888
C -0.877825 3.714774 1.750666
F -1.610310 3.015268 2.633720
F 0.159553 4.262752 2.382254
F -1.660166 4.732842 1.331743

Forces on atoms 1 to 6 (eV/Å):
0.14 0.02 0.37
-0.08 -0.08 -0.09
0.06 0.02 -0.03
-0.04 -0.04 -0.03
0.03 -0.08 0.01
-0.02 0.03 -0.04



Entry 5:
This record from the OMol25 dataset describes a 4-piece molecular cluster, C30H32F24I2N2O7 overall. The level of theory is ωB97M-V with the def2-TZVPD basis set.

As for the spin multiplicity: 1. The value obtained for the total energy is -4790.5786 Ha. As for the SMILES: COCCC[C@]1(N=C=O)C(=O)N[C@H](/C(I)=C(/C)I)[C@H]1C[C@H]1CO1.FC(F)C(F)(F)COC(F)(F)C(F)F.FC(F)C(F)(F)COC(F)(F)C(F)F.FC(F)C(F)(F)COC(F)(F)C(F)F. As for the gap between HOMO and LUMO: 0.3274 Eh. As for the net charge: 0. The strongest force on any atom comes out at 0.074 hartree/bohr. The calculation puts the highest occupied orbital energy at -8.83 eV.

CARTESIAN COORDINATES (ANGSTROEM)
C -3.519802 -1.877694 -1.165172
O -3.456119 -2.407007 0.138080
C -2.139101 -2.803902 0.511467
C -1.925648 -2.479281 2.001174
C -0.915237 -1.349936 2.271826
C -1.540139 0.015369 2.544327
N -2.498301 -0.063019 3.691816
C -2.053529 -0.526405 4.726071
O -1.523890 -0.867875 5.707035
C -2.445419 0.493165 1.363563
O -3.625286 0.450759 1.271834
N -1.513212 0.984201 0.377727
C -0.460027 1.763014 1.111308
C 0.823334 1.617700 0.281975
I 0.598689 1.016054 -1.759677
C 2.087203 1.847209 0.636534
C 3.281164 1.693905 -0.275751
I 2.650328 2.513935 2.558469
C -0.543230 1.198737 2.562069
C -0.631981 2.135718 3.773382
C -1.134586 3.527070 3.373093
C -0.454918 4.673308 4.105342
O -0.255655 4.280173 2.627552
H -3.203699 -2.594242 -1.933312
H -4.543454 -1.580915 -1.383397
H -2.900455 -0.975130 -1.245766
H -1.395806 -2.335367 -0.141677
H -2.112678 -3.890995 0.386465
H -2.909373 -2.272664 2.419693
H -1.572744 -3.389195 2.489483
H -0.195318 -1.602414 3.053524
H -0.313628 -1.259239 1.360460
H -1.159413 0.104564 0.003972
H -0.806185 2.782173 0.943372
H 3.187641 2.338857 -1.147085
H 4.184897 1.991884 0.252214
H 3.408440 0.652153 -0.567481
H 0.417337 0.685360 2.705483
H 0.303520 2.279406 4.300488
H -1.395806 1.854264 4.498786
H -2.198084 3.634611 3.180695
H 0.526411 4.354160 4.439640
H -0.660128 5.704235 3.858926
F 2.943439 1.140174 -6.406370
C 3.404374 0.967884 -7.661517
F 3.593978 2.194135 -8.199886
C 2.406431 0.195080 -8.526965
F 1.267395 0.906753 -8.667623
F 2.972405 0.105212 -9.763662
C 2.061795 -1.243837 -8.107197
O 0.848393 -1.440458 -7.394459
C 0.787762 -1.313399 -6.032501
F 2.006724 -1.175678 -5.484028
F 0.268790 -2.470665 -5.546186
C -0.159199 -0.187887 -5.610130
F 0.250610 0.995170 -6.095536
F -0.167614 -0.104123 -4.253607
H 4.368043 0.452210 -7.625546
H 1.903951 -1.783309 -9.039245
H 2.903369 -1.740414 -7.624410
H -1.172907 -0.381350 -5.965252
F -3.924550 5.338448 7.683032
C -4.571639 4.907459 8.783613
F -5.809771 5.453395 8.771527
C -3.852750 5.337610 10.064294
F -3.851136 6.683636 10.165446
F -4.609579 4.861892 11.094568
C -2.428763 4.804619 10.295857
O -1.346939 5.665817 9.985341
C -0.818665 5.721113 8.718859
F -1.326809 4.763351 7.922084
F 0.506479 5.475481 8.830093
C -0.970596 7.114434 8.103673
F -2.268559 7.460482 8.011046
F -0.448889 7.104116 6.855703
H -4.672486 3.819316 8.741538
H -2.353358 4.673388 11.374146
H -2.292094 3.811224 9.867996
H -0.451622 7.860893 8.708024
F 2.992746 -7.847642 -7.445771
C 2.582106 -6.728668 -8.070553
F 3.395396 -6.530485 -9.135490
C 2.664346 -5.508502 -7.151544
F 3.947315 -5.262782 -6.812047
F 2.245786 -4.446326 -7.906204
C 1.791604 -5.511966 -5.885641
O 2.414805 -5.859542 -4.661839
C 2.515595 -7.168551 -4.254875
F 1.813819 -7.994895 -5.050865
F 1.961188 -7.244417 -3.024606
C 3.976460 -7.606127 -4.122081
F 4.613907 -7.500603 -5.304277
F 4.019148 -8.900245 -3.734484
H 1.561262 -6.870783 -8.436137
H 1.503840 -4.472836 -5.742613
H 0.859275 -6.056704 -6.036281
H 4.491872 -6.988700 -3.383824

Forces on atoms 1 to 6 (eV/Å):
0.02 0.22 -0.17
0.18 0.26 -0.19
-0.89 -0.31 0.45
0.33 -0.29 -0.11
-0.08 0.06 -0.76
-2.59 0.98 -0.31